Entry 1:
Molecular formula: C30H44N2O6P2Re
Method: DFT, ωB97M-V/def2-TZVPD

Cartesian coordinates (Å):
H1 2.1496 0.3945 1.8823
O1 0.5310 -2.6391 1.3298
C1 1.8195 2.3786 -2.9802
C2 0.7691 4.7971 -1.2225
H2 -2.9587 3.0138 -0.6175
C3 1.3140 1.0474 2.1782
C4 -0.1877 -3.2506 3.5770
H3 3.3896 -1.4943 -0.6499
H4 -3.7886 0.3891 -0.4329
H5 -3.9755 -2.2237 -0.5137
H6 0.0405 5.0208 -2.0091
H7 -1.8080 -1.8910 3.0726
H8 1.3351 -4.5127 4.4667
C5 0.4496 -3.9053 4.6458
H9 0.5823 0.4174 2.6993
H10 -0.5011 -0.9345 -3.9526
H11 -0.5342 -2.9976 -1.6340
H12 1.6983 1.7315 2.9529
O2 1.6464 -5.1902 6.7304
H13 -2.6030 -3.3012 0.0640
H14 3.2206 3.6418 -0.4772
H15 -2.7007 1.5766 1.3838
C6 0.2973 2.9770 -4.9018
H16 -1.6219 3.0597 -3.8497
O3 -3.5425 -1.7972 6.6252
H17 -0.4491 -0.0261 -5.4386
C7 -2.0959 3.6833 -0.5810
Re1 0.1408 1.8916 -2.0804
C8 1.9837 -4.2309 -0.4566
C9 -1.2256 -3.0978 6.2458
C10 -0.9251 1.0896 -3.5864
H18 -2.6458 0.9753 -1.6319
C11 -0.8342 2.9350 -0.2822
C12 -1.7014 1.1541 1.4988
H19 1.9258 0.4169 -5.0077
C13 1.6436 0.9092 -2.8751
C14 -0.6517 1.8950 0.7392
H20 0.7257 5.6298 -0.5014
C15 -3.0948 0.0574 -1.2337
H21 1.6333 -4.9475 0.3093
H22 1.7778 4.8291 -1.6503
N1 -3.0897 -1.7511 5.4547
P1 1.2381 -2.5991 -0.1586
H23 3.0828 -1.6045 1.0573
H24 2.2135 -0.3909 0.0183
N2 0.6322 -4.5236 7.0208
H25 -1.4817 1.1927 2.5833
C16 1.6943 3.1000 -4.3431
C17 -0.6811 2.5218 -3.8004
C18 -1.3120 -2.4443 3.8548
H26 1.9431 4.1592 -4.2208
C19 -2.9190 -2.5434 -0.6808
H27 3.2441 3.2896 1.2631
C20 1.4413 2.6755 0.1835
H28 -1.9956 4.2021 -1.5377
H29 -2.3147 4.4614 0.1597
H30 2.4532 2.6967 -5.0377
H31 1.7106 -0.9041 -3.9203
H32 -1.7448 0.0511 1.2783
C21 0.7208 1.7973 1.0295
H33 -0.0474 3.9638 -5.2696
C22 -0.1370 -2.0573 -1.2200
P2 -1.7931 -1.1378 -0.5150
C23 -0.1758 0.0258 -4.3583
H34 0.2781 2.2903 -5.7575
H35 -2.7704 -2.9413 -1.7249
C24 -0.0352 -3.8079 5.9644
H36 3.4232 1.9697 0.0931
H37 0.3063 -1.4154 -1.9964
C25 1.3340 0.0968 -4.1264
H38 -1.9931 0.8388 -3.5296
O4 0.2723 -4.8372 1.8607
C26 0.4948 3.4822 -0.5707
O5 -3.6946 -1.1792 4.5218
C27 2.9044 2.9208 0.2750
O6 0.1762 -4.4700 8.1829
H39 -1.6651 -3.1087 7.2372
C28 0.2127 -3.6728 2.1725
C29 -1.8397 -2.4078 5.1855
H40 3.0800 -4.1321 -0.4187
C30 2.5913 -1.4307 0.0896
H41 1.6780 -4.5630 -1.4585
H42 -3.7038 -0.4029 -2.0169
H43 2.3571 0.4218 -2.2225
H44 2.6836 2.6962 -2.4365

Properties
Electronic energy in eV: -67770.4700
2S+1: 4
HOMO energy (alpha / beta) in Eh: -0.497 / -0.512
Relative energy (zero: lowest compared OMol25 entry of this formula, charge and spin) in eV: 0.147
Net charge: +2
HOMO-LUMO gap (alpha / beta) in eV: 7.31 / 5.19
⟨S²⟩: 3.77

***

Entry 2:
Molecular formula: ClH2NO2P
Method: DFT, ωB97M-V/def2-TZVPD

Cartesian coordinates (Å):
P1 -1.7505 -0.4766 0.4017
O1 -2.2424 -0.5432 1.7563
O2 -1.5737 -2.2403 -0.9708
N1 -0.3445 0.3670 0.1234
H1 -0.2971 0.3453 -0.9845
H2 0.6018 0.0422 0.5278
Cl1 -2.8634 0.9078 -0.5704

Properties
Electronic energy in eV: -27429.0378
HOMO energy in Eh: -0.140
Relative energy (zero: lowest compared OMol25 entry of this formula, charge and spin) in eV: 4.849
Net charge: -1
HOMO-LUMO gap in eV: 7.58

***

Entry 3:
Molecular formula: C5H7N
Method: DFT, ωB97M-V/def2-TZVPD

Cartesian coordinates (Å):
H1 -1.6965 -0.6416 1.0513
N1 0.7490 -0.9062 -1.1191
C1 -0.0504 0.6518 0.3495
C2 -0.3115 1.5840 1.4583
H2 1.4610 1.0229 -1.3423
C3 -0.8056 -0.5973 0.4474
H3 0.4983 1.6676 2.1942
H4 -1.1528 1.3240 2.1022
H5 -0.7653 -2.4260 -0.7830
C4 -0.3906 -1.4466 -0.5266
H6 -0.5145 2.5826 1.0527
C5 0.7752 0.4214 -0.7611
H7 1.2905 -1.0897 -1.9405

Properties
Electronic energy in eV: -6779.6187
2S+1: 2
HOMO energy (alpha / beta) in Eh: -0.552 / -0.548
Relative energy (zero: lowest compared OMol25 entry of this formula, charge and spin) in eV: 1.084
Net charge: +1
HOMO-LUMO gap (alpha / beta) in eV: 11.19 / 7.14
⟨S²⟩: 0.76

***

Entry 4:
Molecular formula: C2H5N2O4
Method: DFT, ωB97M-V/def2-TZVPD

Cartesian coordinates (Å):
H1 1.4644 -1.8000 0.2805
C1 -0.0312 1.2158 -0.8087
N1 0.5634 -1.5037 -0.0958
H2 0.6177 -0.8104 -0.8933
O1 -1.6156 -1.9473 0.5986
H3 -1.6402 -2.0739 -0.3524
N2 0.5735 2.1189 0.1224
O2 -0.2563 -0.8824 1.9932
H4 1.3104 2.7281 -0.2150
O3 0.7168 0.7951 -1.7298
O4 -1.2385 0.9811 -0.5886
C2 -0.4050 -1.3411 0.8747
H5 -0.0595 2.5198 0.8142

Properties
Electronic energy in eV: -13323.5149
2S+1: 2
HOMO energy (alpha / beta) in Eh: -0.364 / -0.363
Net charge: 0
HOMO-LUMO gap (alpha / beta) in eV: 10.39 / 5.41
⟨S²⟩: 0.76

***

Entry 5:
Molecular formula: H16O8
Method: DFT, ωB97M-V/def2-TZVPD

Cartesian coordinates (Å):
H1 -6.9000 43.2747 -6.9291
H2 -7.1361 44.7580 -7.1187
H3 -8.0845 39.7818 -7.1084
O1 -7.3796 43.9017 -7.4704
O2 -7.1613 42.0800 -5.0178
H4 -8.3735 42.7722 -1.3573
H5 -11.5938 42.4974 -4.8365
O3 -10.6545 42.5289 -5.0180
O4 -7.2064 40.1581 -7.0488
H6 -8.9706 39.4130 -4.7388
H7 -6.5255 43.5386 -2.7407
O5 -7.9916 42.5508 -2.2067
H8 -7.9923 42.2171 -4.5630
O6 -9.8802 39.6389 -4.9332
H9 -6.5860 42.7656 -4.6784
O7 -5.8870 44.1777 -3.0572
H10 -7.3160 40.9380 -6.5048
H11 -7.2514 41.9816 -1.9961
H12 -5.5762 44.6183 -2.2664
O8 -4.3753 44.9103 -5.7732
H13 -10.1861 38.9336 -5.5034
H14 -10.4121 41.6185 -5.1871
H15 -4.7919 45.7717 -5.7963
H16 -4.7583 44.4788 -5.0094

Properties
Electronic energy in eV: -16639.5889
2S+1: 2
HOMO energy (alpha / beta) in Eh: 0.009 / -0.295
Relative energy (zero: lowest compared OMol25 entry of this formula, charge and spin) in eV: 0.340
Net charge: -1
HOMO-LUMO gap (alpha / beta) in eV: 2.56 / 10.74
⟨S²⟩: 0.75

***

Entry 6:
Molecular formula: C44H48BClF4N4O6SSc
Method: DFT, ωB97M-V/def2-TZVPD

Cartesian coordinates (Å):
C1 -4.8177 2.8934 0.7139
H1 3.7498 -4.2672 2.1390
C2 0.8064 -3.1014 -4.5648
H2 -4.6955 -4.3538 -4.1569
C3 3.1307 -1.9532 0.4320
O1 -6.0093 3.0515 0.6046
H3 1.1835 -0.7351 4.3584
H4 -3.3416 -2.7247 -0.4393
C4 3.1377 -3.7145 -4.7585
C5 0.7793 3.0536 -3.3912
C6 2.1363 0.6625 2.9563
H5 1.1119 3.5401 0.3822
H6 -5.2298 -2.0716 -4.9531
C7 0.2569 1.5639 -5.1870
C8 2.2256 -0.3399 1.7806
H7 2.0676 -5.8728 0.0105
C9 2.7039 -4.5282 2.3245
C10 2.2139 -4.7945 -0.1158
H8 -0.2088 -3.0864 -4.9448
C11 4.3495 0.0445 -1.2957
C12 -4.6128 -1.1262 -3.1358
O2 -1.4104 -1.9261 -3.2013
H9 2.3944 -4.0438 3.2564
H10 4.3927 -3.1125 -3.1229
C13 1.2024 4.5224 -1.5430
H11 -3.7430 -4.6735 -1.8828
C14 4.3983 0.2289 0.2360
C15 2.3638 -2.5203 -2.8064
H12 0.9580 2.1825 1.9885
C16 1.0334 3.4104 -0.6909
O3 -0.2472 -2.4899 -1.0903
O4 -1.6130 2.8263 1.4383
C17 -2.8251 1.1678 0.2514
C18 -4.7720 0.7584 -0.6621
H13 0.2519 -5.4910 1.5628
H14 0.7850 -1.8001 2.6479
H15 3.3863 2.1388 0.1222
H16 2.6698 2.6173 2.0822
H17 3.6056 -0.4726 4.0771
C19 4.3413 1.7374 0.4697
H18 4.3137 0.8553 3.1567
H19 3.9798 -4.5823 -6.5443
H20 0.0377 0.2733 3.4480
C20 1.0873 4.3371 -2.8850
H21 3.4056 1.2047 4.6391
F1 -2.2170 -2.7890 3.4096
C21 -4.1436 1.6811 0.1466
H22 -4.8178 -0.1256 -3.4921
C22 3.2548 -0.5913 0.8553
C23 3.3840 -3.1131 -3.5245
N1 -3.8736 -0.1958 -1.0028
C24 -4.8318 -2.2213 -3.9558
C25 -4.0933 -1.3252 -1.8667
H23 2.5438 -2.0656 -1.8359
F2 -2.7388 -3.8987 1.4435
H24 2.6254 -5.6146 2.4558
C26 0.0995 0.5066 -4.2684
H25 0.0475 -3.9775 2.4486
C27 0.3629 -4.4034 1.4935
C28 1.3988 -1.5372 1.7995
B1 -2.6761 -2.6862 2.1161
C29 1.0803 -2.5235 -3.3348
H26 5.8261 -1.3789 0.5848
N2 -2.6776 0.0478 -0.4425
H27 5.0555 0.7263 -1.7831
C30 -3.7683 -2.5901 -1.4184
C31 1.8418 -3.6955 -5.2707
Cl1 -6.3981 0.6901 -1.1454
C32 1.8135 -4.0523 1.1631
H28 1.4137 5.4971 -1.1214
H29 4.4830 -5.3624 -5.0426
H30 1.6546 2.6983 3.5195
H31 5.1657 -3.8004 -5.4852
F3 -1.5841 -1.8643 1.3768
H32 3.3441 0.2638 -1.6690
N3 0.7744 2.2010 -1.1189
C33 -4.5290 -3.5023 -3.5080
C34 0.6256 2.0040 -2.4532
C35 0.5969 2.8137 -4.7722
C36 1.8501 2.1307 2.6031
N4 0.1653 -0.3380 -1.9440
H33 1.5975 -4.4608 -0.9551
H34 -0.3171 -4.0546 0.7224
S1 -0.2267 -1.7977 -2.4037
H35 3.8400 -2.4549 -0.2203
H36 4.4800 2.0030 1.5166
H37 5.8511 -0.1202 1.8230
H38 4.6152 -0.9732 -1.5958
C37 2.0418 -2.5551 1.0207
C38 5.7467 -0.3014 0.7500
H39 -3.1006 3.4956 1.3512
H40 0.9914 0.9718 4.7552
H41 1.6425 -4.1499 -6.2345
O5 -4.0544 3.7874 1.3149
C39 4.2532 -4.3991 -5.5046
H42 5.1447 2.2185 -0.0970
C40 3.4477 0.5607 3.7515
H43 3.2665 -4.6264 -0.3679
H44 0.7216 3.6313 -5.4736
C41 0.2813 0.6857 -2.9096
C42 1.0153 0.2549 3.9307
C43 -1.6248 1.6840 0.9922
H45 0.0916 1.3678 -6.2402
Sc1 -0.2660 -0.8687 0.2586
O6 -0.6578 0.8542 1.1028
H46 6.5797 0.1926 0.2330
H47 -0.1990 -0.4611 -4.6440
H48 1.2142 5.1581 -3.5817
F4 -3.8240 -1.9217 1.9743
C44 -3.9940 -3.6812 -2.2417

Properties
Electronic energy in eV: -120272.2487
HOMO energy in Eh: -0.176
Relative energy (zero: lowest compared OMol25 entry of this formula, charge and spin) in eV: 0.000
Net charge: -1
HOMO-LUMO gap in eV: 6.84

***

Entry 7:
Molecular formula: C3H4O3
Method: DFT, ωB97M-V/def2-TZVPD

Cartesian coordinates (Å):
O1 1.5583 -0.7439 1.0363
C1 -0.3533 -0.6907 -0.3888
O2 1.1885 0.9701 -0.5716
H1 -0.6941 1.9007 -0.1378
O3 -1.0523 -1.6334 0.2399
H2 0.5289 1.7178 1.2340
C2 0.8933 -0.2584 0.1510
H3 -0.5166 -0.6077 -1.4687
H4 -1.7149 -2.0223 -0.3472
C3 0.1623 1.3678 0.2529

Properties
Electronic energy in eV: -9314.4960
HOMO energy in Eh: -0.325
Relative energy (zero: lowest compared OMol25 entry of this formula, charge and spin) in eV: 4.205
Net charge: 0
HOMO-LUMO gap in eV: 8.92

***

Entry 8:
Molecular formula: C9H10NO2S
Method: DFT, ωB97M-V/def2-TZVPD

Cartesian coordinates (Å):
H1 -3.9325 1.8601 0.9419
H2 -1.5643 2.6829 -0.3510
O1 3.0364 1.2169 -1.2718
C1 0.0551 1.3034 0.1757
H3 -4.4076 0.2982 0.1871
H4 2.1148 -0.9075 1.4161
S1 3.3710 0.7698 0.0857
C2 -1.9122 -0.6114 0.2260
H5 3.5713 -1.8002 -1.5229
C3 -3.7206 1.1078 0.1846
C4 -2.2935 0.6792 0.0594
C5 -1.2536 1.6882 -0.0452
C6 1.8110 -0.4242 0.5208
C7 2.9459 -2.6275 -1.1399
C8 -0.6025 -1.0318 0.3907
H6 3.1084 -3.6211 -1.6685
H7 -3.8345 1.7461 -0.7196
N1 2.1628 -2.6709 -0.1822
H8 -0.4136 -2.1658 0.3292
H9 -2.6819 -1.3787 0.4282
H10 0.8705 2.0767 0.4453
O2 3.1778 1.8655 1.1309
C9 0.3918 -0.0555 0.3795

Properties
Electronic energy in eV: -25912.1724
HOMO energy (alpha / beta) in Eh: -0.142 / -0.142
Relative energy (zero: lowest compared OMol25 entry of this formula, charge and spin) in eV: 2.794
Net charge: -1
HOMO-LUMO gap (alpha / beta) in eV: 6.97 / 6.98

***

Entry 9:
Molecular formula: C22H15BiF2N5O4
Method: DFT, ωB97M-V/def2-TZVPD

Cartesian coordinates (Å):
H1 -3.0843 5.6773 -1.1391
C1 -1.5667 -1.1443 4.1553
H2 -1.4635 5.1271 -1.3772
C2 -0.7806 -3.3792 1.1651
C3 -1.8263 0.1256 2.1155
H3 -0.0173 -6.6682 1.1071
O1 3.7023 4.1799 -3.1470
H4 2.1771 2.4864 -2.4531
N1 -2.3793 1.3695 -0.6445
C4 5.2516 1.5485 -1.3521
N2 -0.6552 -3.1236 -0.1480
C5 -3.6898 1.1820 -0.4151
C6 -1.2162 -2.2336 3.3833
H5 6.2726 1.8968 -1.4003
C7 -1.9413 2.5886 -0.8689
C8 -1.8696 0.0235 3.4967
C9 2.5975 0.7290 -1.2743
N3 4.6094 3.5370 -2.6639
H6 5.6697 -0.1998 -0.1914
C10 1.1739 0.3214 -1.2276
C11 2.9287 1.8953 -1.9524
H7 -1.5892 -1.2157 5.2326
H8 -0.2142 -3.7893 -2.0462
Bi1 -1.2759 -0.9238 -0.8544
H9 0.2508 -6.1243 -1.3194
C12 -0.0427 -5.3730 -0.6018
C13 -4.5500 2.2609 -0.4115
C14 3.5809 -0.0234 -0.6379
H10 -4.0404 0.1766 -0.2152
O2 5.7814 3.8349 -2.7000
C15 4.2514 2.2799 -1.9675
H11 -0.6734 -4.9035 2.6790
F1 -0.8999 -3.3488 4.0583
F2 -2.2098 1.0986 4.2099
H12 -2.0537 1.0810 1.6708
O3 0.8672 -0.7293 -0.5277
H13 -5.6079 2.1214 -0.2277
C16 -0.1890 -5.6638 0.7445
H14 -0.8892 2.7174 -1.0744
H15 3.3006 -0.9231 -0.1085
C17 4.9045 0.3839 -0.6825
C18 -0.2967 -4.0807 -1.0061
C19 -1.4800 -0.9866 1.3716
C20 -2.8384 3.6836 -0.8610
N4 -4.1364 3.5025 -0.6311
N5 -2.4021 4.9417 -1.0748
C21 -0.5582 -4.6719 1.6361
C22 -1.1652 -2.2106 1.9884
O4 0.2827 0.9461 -1.8115

Properties
Electronic energy in eV: -49965.4685
HOMO energy in Eh: -0.432
Relative energy (zero: lowest compared OMol25 entry of this formula, charge and spin) in eV: 0.281
Net charge: +1
HOMO-LUMO gap in eV: 8.08

***

Entry 10:
Molecular formula: C65H51N3P3RuSSi
Method: DFT, ωB97M-V/def2-TZVPD

Cartesian coordinates (Å):
H1 6.5695 1.4115 0.9308
H2 -0.7470 -2.3354 7.1606
C1 3.0195 0.3603 3.6949
H3 1.5643 6.3291 -3.5615
C2 -2.7340 -3.1554 -3.0768
C3 1.9120 2.0035 5.6335
H4 0.8331 -1.4192 5.5249
H5 4.4139 -1.3112 -1.7226
C4 2.0283 4.3631 -2.8323
N1 -3.2268 -8.0455 0.8046
C5 3.2325 0.9386 0.4577
H6 -3.9506 -1.8342 4.3600
C6 -3.8352 -2.2820 0.5013
C7 2.9750 -2.9349 0.6040
C8 -0.8331 3.9671 2.2138
C9 -1.0585 2.4538 -3.4268
H7 -3.4059 -0.2144 0.0305
Ru1 -0.2802 0.5800 0.0858
C10 3.1095 -4.0526 1.4190
C11 0.6915 2.3660 -5.5688
C12 -3.3102 -3.5273 0.7499
H8 -0.6712 5.7503 5.0883
C13 -2.4523 -2.1519 5.8638
C14 -2.9025 -1.7488 4.6180
H9 -1.5503 3.6837 1.4539
C15 2.7910 2.2118 0.8191
H10 1.4550 0.5755 -4.7024
H11 -5.3638 -6.4107 -1.8779
H12 3.4658 -2.9369 -0.3597
C16 -1.2003 -4.9323 0.8712
H13 4.9198 0.9723 4.4730
C17 2.1924 -1.8428 0.9869
C18 1.8435 3.4452 -1.8131
C19 -4.3108 -8.5753 0.2659
C20 3.6213 -2.0912 -3.5415
C21 -0.2119 -1.5200 5.2576
H14 1.6622 4.9307 4.9806
H15 -3.3528 -5.2263 -1.0306
C22 -1.6872 -6.2422 0.9432
C23 -2.7656 -0.4236 -3.5734
H16 3.7080 -4.8934 1.0906
H17 4.5740 -2.4946 -3.8622
H18 3.3767 4.2287 1.3185
H19 2.3849 3.4929 3.1487
H20 1.3886 2.3293 -6.3966
N2 -1.6491 -1.3275 0.2524
C24 -1.1038 -2.0314 6.1847
C25 -0.2237 3.4026 -5.4731
P1 -0.2667 0.0020 -2.3213
C26 0.4417 5.0063 -0.6497
H21 -1.0536 -6.9798 1.4249
C27 1.0619 3.7628 -0.7002
C28 1.6654 -3.0295 3.0385
C29 0.9586 4.6787 4.1971
C30 -1.6612 -2.3683 -2.6936
C31 -1.6671 -0.9929 -2.9365
H22 2.3324 2.4788 -1.8780
C32 3.5251 -1.4175 -2.3348
H23 -2.7098 -4.2213 -2.8929
C33 -1.0925 3.4480 -4.3923
C34 0.4930 3.5343 2.1213
C35 1.3745 3.8752 3.1429
C36 3.2927 1.8839 5.5384
H24 -0.2496 4.1791 -6.2274
C37 -2.0061 -1.2371 3.6865
H25 2.5544 -2.8325 -5.2546
C38 2.4895 -2.2752 -4.3288
H26 1.4706 2.6369 6.3930
H27 1.1238 -3.0983 3.9718
C39 -3.0076 -1.1923 0.2485
C40 2.3012 -0.9002 -1.8863
P2 0.9876 2.5319 0.6721
H28 -3.1487 -2.5510 6.5904
C41 -4.7460 -6.8522 -1.1006
H29 5.7733 3.7044 1.4333
H30 0.1315 6.8895 -1.6233
C42 1.4174 5.6090 -2.7663
C43 2.4517 -4.1002 2.6357
C44 5.0644 2.9272 1.1765
C45 -3.8463 -1.2140 -3.9465
C46 3.8447 1.0722 4.5573
C47 -1.1461 -2.5404 0.4271
H31 2.5266 -4.9790 3.2642
H32 -0.8078 -2.8319 -2.2153
H33 0.4100 -1.8180 -4.5719
P3 0.4809 -0.4791 2.7049
H34 -4.6968 -0.7577 -4.4377
H35 4.9673 -0.3291 0.2711
C48 1.0917 1.3246 4.7470
H36 -0.1674 5.2823 0.1992
C49 0.6170 5.9233 -1.6808
H37 3.9347 2.4176 6.2282
C50 -1.8924 -3.7164 0.6655
H38 -4.9069 -2.1235 0.5225
C51 1.5373 -1.9039 2.2317
C52 1.1988 -1.0010 -2.7434
Si1 1.9554 -0.3171 -0.1188
H39 -0.1416 -4.8097 1.0864
H40 -3.9505 -4.3603 1.0036
C53 5.5118 1.6410 0.8850
C54 -0.3488 5.1292 4.2621
H41 -2.3684 -0.9088 2.7244
C55 1.2842 -1.7182 -3.9393
H42 2.6485 4.1038 -3.6802
H43 0.0155 1.4398 4.8214
C56 -1.2499 4.7594 3.2708
H44 -0.0728 -2.6305 0.3343
C57 4.6045 0.6647 0.5139
C58 0.7236 1.3655 -4.6052
C59 3.7126 3.2158 1.1322
C60 1.6342 0.4792 3.7787
C61 -0.6545 -1.1329 3.9889
C62 -2.8746 -6.8015 0.3829
C63 -3.8347 -2.5768 -3.6961
H45 -1.7298 2.5121 -2.5809
N3 -5.1253 -8.0582 -0.6618
C64 -3.6417 -6.1848 -0.6259
H46 -4.5764 -9.5670 0.6223
H47 -1.7954 4.2653 -4.2908
H48 3.4643 -0.2976 2.9578
C65 -0.1683 1.3838 -3.5337
S1 -2.0568 1.9102 -0.2085
H49 -2.2808 5.0856 3.3193
H50 -4.6779 -3.1910 -3.9860
H51 -2.7881 0.6366 -3.7868

Properties
Electronic energy in eV: -121864.1429
2S+1: 6
HOMO energy (alpha / beta) in Eh: -0.207 / -0.260
Relative energy (zero: lowest compared OMol25 entry of this formula, charge and spin) in eV: 0.394
Net charge: 0
HOMO-LUMO gap (alpha / beta) in eV: 5.97 / 4.12
⟨S²⟩: 8.83